[1]
C28H76BO34 | the ωB97M-V functional and the def2-TZVPD basis

Last column: Mulliken charge in e.
Positions of all 139 atoms, in Å:
1 O 2.032 2.496 -0.309  0.9605
2 O 0.469 -4.946 -4.143  -0.5376
3 O 4.390 1.656 -1.803  -0.7082
4 O -6.212 -0.140 3.382  -0.5811
5 O 2.997 6.268 -1.539  -0.6138
6 O 0.047 1.904 2.188  -0.8484
7 O 1.762 -0.609 2.152  -0.3324
8 O 1.739 1.377 -2.993  -0.3556
9 O 1.295 -3.690 -1.500  -0.5844
10 O -3.430 4.555 -4.081  -0.5978
11 O -2.797 1.660 -3.778  -0.5586
12 O -1.323 -0.053 6.309  -0.5230
13 O -2.301 -1.695 0.511  0.5998
14 O 4.143 -3.563 -1.153  -0.6092
15 O 0.685 4.842 0.216  -0.4974
16 O -3.941 -2.482 -0.858  -0.9207
17 O -4.913 -2.808 2.394  -0.6584
18 O -1.350 -2.079 -5.461  -0.6004
19 O 3.781 4.823 3.843  -0.5375
20 O -3.474 -5.037 1.583  -0.3940
21 O -2.282 -1.184 -2.914  -0.2095
22 O 0.138 -1.246 0.803  -0.5174
23 O 2.000 -0.569 5.104  -0.7555
24 O 4.274 -1.468 1.863  -0.4925
25 O 1.070 1.975 4.645  -0.6126
26 O 3.975 6.149 1.123  -0.6201
27 O -1.123 -0.448 -1.118  0.3310
28 O -1.322 2.902 5.378  -0.6249
29 O -1.324 0.523 1.096  -0.4249
30 O -1.087 -5.102 -0.414  -0.6109
31 O -5.516 -2.837 -3.078  -0.5547
32 O -5.152 0.026 -4.181  -0.5583
33 O 2.308 -0.263 -5.080  -0.6171
34 O 7.064 -2.482 2.044  -0.5823
35 C -3.271 2.534 -2.792  0.2219
36 C 4.928 -1.796 3.081  -0.4497
37 C 1.958 5.436 -1.954  0.0057
38 C -2.029 -1.149 -1.727  0.0811
39 C -2.882 3.988 -2.915  -0.5094
40 C -5.069 -0.465 2.607  0.0912
41 C 4.092 1.181 -0.460  -0.1426
42 C 3.309 2.316 0.217  -0.2740
43 C 1.405 -0.024 -2.854  0.9457
44 C -2.472 0.764 6.064  -0.5139
45 C -2.132 1.813 4.985  0.6386
46 C -1.260 -4.409 0.835  0.4444
47 C -0.249 0.829 1.724  0.8159
48 C -2.062 -5.345 1.706  -0.8872
49 C -0.598 -4.286 -4.722  -0.2878
50 C 2.795 5.110 2.946  0.0759
51 C 3.233 -2.651 -0.463  1.6335
52 C 3.109 6.447 2.227  -0.3485
53 C 0.702 -0.372 1.606  0.0556
54 C -5.177 -2.512 -4.360  0.1303
55 C -4.235 -1.717 3.003  0.2100
56 C 2.395 -0.778 -3.721  -0.7409
57 C -0.234 -2.800 -4.934  1.0723
58 C -5.635 -1.135 -4.863  -0.6306
59 C -2.915 -1.858 -0.651  -0.2549
60 C 1.844 -3.269 -0.256  0.8858
61 C 0.734 5.574 -1.028  -0.4842
62 C 5.860 -2.966 2.658  -0.5250
63 B -1.187 -0.718 0.328  0.0580
64 H -4.242 -1.749 4.095  0.3722
65 H 5.384 -3.735 2.046  0.1506
66 H -4.390 0.366 2.837  0.0081
67 H 2.592 -0.469 4.355  0.3248
68 H 1.933 1.627 4.884  0.2819
69 H -4.562 -3.120 1.555  0.2751
70 H 3.078 -1.775 -1.092  -1.0893
71 H -3.076 2.227 4.622  0.3850
72 H 1.874 5.232 3.529  0.3185
73 H -4.088 -2.382 -4.349  -0.1741
74 H -4.349 2.333 -2.742  0.2976
75 H 6.782 -1.836 1.389  0.3790
76 H 3.149 1.908 1.222  0.1556
77 H 2.297 4.402 -2.051  -0.0005
78 H 3.581 7.263 2.779  0.3806
79 H 0.363 -0.135 -3.150  0.0495
80 H -1.777 -1.742 -4.668  0.1132
81 H -5.673 -0.928 -5.931  0.4358
82 H -3.293 0.095 5.806  0.1574
83 H -3.028 2.176 -1.781  0.0270
84 H -1.788 4.029 -2.914  0.1097
85 H 0.637 6.614 -0.718  0.4163
86 H 1.155 2.231 3.716  0.3429
87 H -5.141 -0.361 1.523  0.1611
88 H -0.327 -4.155 1.333  0.1246
89 H 1.242 -2.567 0.327  -0.4635
90 H -6.546 -0.957 3.766  0.3593
91 H -0.789 0.380 6.979  0.2914
92 H -0.375 2.707 5.300  0.4485
93 H 1.070 3.955 0.126  0.1949
94 H 2.248 -1.859 -3.683  0.2923
95 H -5.081 -2.299 -2.405  0.3273
96 H -3.194 -1.837 2.706  -0.2844
97 H -1.657 1.309 4.142  -0.4606
98 H -0.010 -2.310 -3.978  -1.0248
99 H 5.464 -0.975 3.562  0.3244
100 H -0.146 5.290 -1.613  0.0314
101 H 3.717 -2.312 0.453  -0.3695
102 H -5.516 -3.202 -5.132  0.4331
103 H -3.146 4.527 -2.007  0.3861
104 H 2.528 4.408 2.159  -0.2138
105 H 3.414 -0.719 -3.330  0.6198
106 H 3.732 5.324 4.657  0.3587
107 H 2.179 6.840 1.816  0.1964
108 H -1.589 -4.441 -4.287  0.1612
109 H 1.937 -4.213 0.289  0.5084
110 H 3.885 3.236 0.329  -0.0722
111 H 0.698 -2.559 -5.448  0.4324
112 H 0.447 -4.117 -1.324  0.3139
113 H 4.749 5.711 1.490  0.2895
114 H 0.722 -4.358 -3.417  0.2872
115 H -3.117 4.125 -4.880  0.3503
116 H 3.678 1.281 -2.334  0.3544
117 H 5.048 0.990 0.025  0.4800
118 H -1.858 -5.248 2.777  0.3432
119 H -4.006 -5.836 1.562  0.2321
120 H 1.119 -0.521 4.721  0.3358
121 H -1.831 -3.538 0.511  0.1017
122 H -0.680 -4.672 -5.743  0.3649
123 H -3.422 0.928 -3.702  0.1862
124 H 3.048 0.335 -5.216  0.3231
125 H 3.044 6.213 -0.574  0.3234
126 H 1.602 5.833 -2.907  0.4163
127 H -6.712 -1.206 -4.654  0.3383
128 H -1.772 -6.392 1.595  0.4765
129 H -5.468 0.140 -3.282  0.2836
130 H 3.469 0.287 -0.405  -0.1171
131 H -1.931 -5.521 -0.604  0.3388
132 H -2.765 1.201 7.023  0.3286
133 H 1.897 1.419 -3.944  0.3601
134 H 1.543 -0.454 -1.861  -0.9671
135 H 4.255 -2.136 3.873  0.3855
136 H 4.744 -3.950 -0.513  0.3782
137 H 6.138 -3.580 3.519  0.3890
138 H 1.987 2.277 -1.248  -0.2802
139 H 3.335 -1.251 1.972  0.3353

Results
- E_HOMO (hartree) = -0.2773
- E (eV) = -100560.127
- energy above the lowest of the compared OMol25 structures with the same formula, charge and spin (kcal per mole) = 16.1
- Kohn-Sham gap (eV) = 9.142
- charge = -1

---

[2]
C55H115KN4O13S4 | the ωB97M-V functional and the def2-TZVPD basis

Last column: Mulliken spin population.
Positions of all 192 atoms, in Å:
1 K 4.456 -0.703 1.991  0.0011
2 S 1.993 0.555 4.989  -0.0006
3 S 1.134 -0.294 -7.039  0.0000
4 S -1.580 -2.707 -1.612  -0.0021
5 S 5.038 3.633 2.121  -0.0012
6 O 4.802 -0.603 -2.488  0.0073
7 O 5.551 4.820 2.787  0.0000
8 O -2.217 1.947 4.570  0.0001
9 O 3.217 0.616 -0.158  0.8658
10 O -1.789 -1.573 -0.677  -0.0079
11 O 2.949 -0.499 4.631  -0.0002
12 O -2.705 -3.596 -2.019  0.0002
13 O 1.700 -0.060 -8.398  0.0000
14 O -0.112 -1.081 -6.861  0.0000
15 O -4.807 -5.484 3.890  0.0000
16 O 2.248 1.934 4.634  0.0003
17 O 5.548 2.280 2.445  0.0003
18 O -2.440 0.696 -2.417  0.0032
19 N -3.622 1.432 -2.346  0.0003
20 N -3.881 -4.671 3.173  0.0000
21 N 5.967 -1.347 -2.236  0.0021
22 N -2.789 2.794 3.618  0.0001
23 C 8.358 -2.899 -2.368  -0.0001
24 C 4.645 -3.319 -1.696  0.0006
25 C -3.414 -2.599 1.773  -0.0011
26 C -5.360 -2.552 3.336  0.0000
27 C 1.856 0.536 -0.372  0.0315
28 C 8.429 -1.353 -2.034  0.0000
29 C -3.406 4.321 1.256  0.0000
30 C -4.669 -0.351 -3.891  0.0000
31 C -2.726 -4.165 5.410  0.0000
32 C -0.741 4.004 2.883  0.0001
33 C -6.080 1.399 -2.776  0.0000
34 C -0.635 -2.242 -3.017  0.0011
35 C -3.023 4.956 2.571  0.0000
36 C 0.301 -0.026 4.526  0.0010
37 C -2.574 -4.587 3.887  0.0000
38 C 3.687 4.356 -0.203  -0.0076
39 C -6.033 2.737 -3.668  0.0000
40 C -0.391 -0.614 5.733  0.0005
41 C 7.484 -0.304 -4.083  0.0001
42 C -2.392 3.614 -2.384  0.0002
43 C 1.619 0.477 6.811  0.0000
44 C -2.230 1.314 1.597  -0.0162
45 C 5.023 3.775 0.280  0.0013
46 C 7.093 -3.580 -1.948  -0.0001
47 C -3.260 2.062 2.433  0.0012
48 C -3.457 2.683 -3.153  -0.0001
49 C -4.291 1.056 2.968  -0.0001
50 C 1.196 0.143 0.951  0.1713
51 C 3.239 3.709 2.258  -0.0056
52 C 7.146 0.809 -1.882  0.0040
53 C 0.688 -0.690 6.833  0.0000
54 C 2.443 0.088 -4.610  0.0015
55 C 2.393 -0.927 -5.854  0.0001
56 C -0.291 -3.839 -0.862  0.0009
57 C -4.170 2.979 1.573  0.0000
58 C -4.782 0.547 -2.643  0.0000
59 C -3.048 2.552 -4.583  0.0000
60 C -4.765 3.505 -3.054  0.0000
61 C -1.654 -3.675 3.066  0.0008
62 C -2.095 4.089 3.476  -0.0003
63 C 5.583 -3.019 -3.956  0.0006
64 C -1.990 4.775 4.915  0.0000
65 C 1.363 1.149 -4.728  -0.0003
66 C 2.934 4.708 1.128  0.0021
67 C 0.910 1.337 -6.224  0.0000
68 C -4.962 -0.475 -1.372  -0.0001
69 C -2.199 -2.293 2.600  -0.0041
70 C 5.794 -2.780 -2.475  0.0037
71 C -5.405 -4.035 1.445  0.0000
72 C 7.223 -0.597 -2.572  -0.0003
73 C 0.906 -3.626 -1.775  -0.0014
74 C -1.866 -5.935 3.872  0.0000
75 C -4.490 -3.473 2.530  -0.0001
76 C 0.458 -3.304 -3.140  -0.0002
77 C 1.111 1.780 -0.887  0.0158
78 H 1.693 -0.271 -1.086  -0.0267
79 H 2.517 0.580 7.421  0.0000
80 H -4.983 3.662 -1.997  0.0000
81 H -5.302 -1.236 -3.827  0.0000
82 H -1.299 -4.210 2.185  0.0001
83 H 8.445 0.148 -4.326  0.0000
84 H -4.751 -6.293 3.375  0.0000
85 H 4.468 -0.473 -1.598  -0.0030
86 H -0.701 3.677 1.844  0.0003
87 H -3.134 -3.284 0.973  -0.0002
88 H 6.485 1.550 -2.331  -0.0001
89 H -1.459 0.863 2.222  0.0172
90 H 3.686 -2.828 -1.866  -0.0014
91 H -4.119 -1.140 -1.183  0.0000
92 H -5.777 -1.186 -1.509  0.0000
93 H 0.258 -0.237 0.546  -0.0521
94 H -1.698 1.962 0.901  -0.0062
95 H -5.160 3.206 1.970  -0.0001
96 H 5.047 -3.949 -4.144  0.0001
97 H 1.618 2.101 -4.263  -0.0002
98 H -4.914 1.515 3.736  0.0001
99 H -0.228 0.812 4.073  0.0007
100 H -1.398 3.168 -2.353  0.0003
101 H 7.030 -3.993 -0.941  0.0000
102 H -6.776 0.737 -3.291  0.0000
103 H -2.268 4.623 -2.778  0.0000
104 H -4.805 -1.680 3.682  0.0000
105 H 1.633 -0.720 1.452  0.0153
106 H 0.952 0.897 1.699  -0.0118
107 H -0.697 -3.483 3.551  0.0000
108 H -2.487 4.174 0.690  0.0000
109 H 8.445 -1.326 -0.944  -0.0001
110 H -2.038 2.161 -4.711  0.0000
111 H -2.572 5.906 2.284  0.0000
112 H -1.231 -1.946 -3.879  -0.0002
113 H 6.596 -3.062 -4.357  0.0001
114 H -6.098 -3.331 0.985  0.0000
115 H 9.289 -0.860 -2.486  0.0000
116 H -1.276 -0.047 6.021  0.0000
117 H -4.023 5.045 0.723  0.0000
118 H -4.279 2.496 0.602  0.0001
119 H 7.116 -4.551 -2.442  0.0000
120 H -5.906 -2.983 4.176  0.0000
121 H 5.084 -2.238 -4.530  -0.0001
122 H 2.636 -1.989 -5.889  0.0000
123 H 6.620 0.211 -4.504  0.0000
124 H 0.054 -4.175 -3.654  0.0001
125 H 2.961 3.750 -0.744  0.0052
126 H 1.589 -4.474 -1.733  -0.0002
127 H 6.744 0.723 -0.872  -0.0019
128 H -0.095 3.221 3.281  -0.0001
129 H -6.071 -4.819 1.804  0.0000
130 H 0.948 1.239 7.207  0.0000
131 H 8.058 1.405 -1.854  -0.0002
132 H -3.854 -1.743 1.261  0.0000
133 H 2.202 -0.449 -3.692  0.0015
134 H -6.957 3.272 -3.449  0.0000
135 H -2.730 0.441 1.178  0.0007
136 H 0.173 -0.867 7.777  0.0000
137 H -1.358 -1.767 2.148  0.0058
138 H -0.133 -1.309 -2.761  0.0014
139 H 5.952 4.209 -0.088  0.0001
140 H -0.695 -1.650 5.586  0.0000
141 H 4.960 2.730 -0.023  -0.0026
142 H 3.186 5.698 1.508  0.0000
143 H -0.870 -5.711 4.255  0.0000
144 H -3.763 0.259 3.490  0.0000
145 H -4.702 4.506 -3.481  0.0000
146 H -5.132 -0.032 -0.390  0.0000
147 H 1.253 -1.618 6.750  0.0000
148 H 4.505 -4.360 -1.988  0.0000
149 H 2.956 2.719 1.901  0.0054
150 H -0.625 -4.876 -0.914  0.0000
151 H -4.762 -4.509 0.702  0.0000
152 H 1.443 -2.757 -1.393  0.0017
153 H 0.046 1.589 -1.026  0.0019
154 H -3.054 3.476 -5.161  0.0000
155 H 0.243 -0.652 3.635  -0.0008
156 H -6.328 1.561 -1.727  0.0000
157 H -2.338 -6.674 4.520  0.0000
158 H -2.655 3.627 -1.326  -0.0002
159 H -6.097 -2.026 2.729  0.0000
160 H 8.511 -2.922 -3.447  0.0000
161 H -2.382 -1.768 3.537  -0.0008
162 H -3.713 1.832 -5.059  0.0000
163 H 0.021 4.742 3.136  0.0000
164 H 1.232 -3.006 -3.847  0.0001
165 H -3.629 -0.675 -3.911  0.0000
166 H 9.188 -3.474 -1.957  0.0000
167 H -4.820 0.117 -4.864  0.0000
168 H -3.332 -4.871 5.978  0.0000
169 H -2.851 1.996 5.289  0.0000
170 H 4.917 -3.305 -0.640  0.0003
171 H -1.853 -4.042 6.051  0.0000
172 H -1.745 -6.355 2.874  0.0000
173 H 1.878 4.665 0.861  0.0000
174 H -4.875 0.508 2.228  0.0000
175 H 3.263 -0.607 -6.426  0.0000
176 H -3.921 5.375 3.025  0.0000
177 H -5.784 2.603 -4.721  0.0000
178 H -0.174 -3.467 0.156  0.0003
179 H -2.948 4.787 5.435  0.0000
180 H 0.482 0.854 -4.157  0.0003
181 H 1.570 2.001 -6.782  0.0000
182 H 3.422 0.530 -4.428  0.0003
183 H -0.119 1.687 -6.308  0.0000
184 H 7.565 -1.156 -4.759  0.0001
185 H 2.876 3.939 3.260  -0.0003
186 H -2.326 0.516 -1.481  -0.0004
187 H -1.230 4.337 5.562  0.0000
188 H 1.444 2.166 -1.851  -0.0078
189 H -3.227 -3.199 5.472  0.0000
190 H 1.210 2.617 -0.196  -0.0118
191 H 3.725 5.304 -0.740  0.0003
192 H -1.809 5.849 4.879  0.0000

Results
- E_HOMO (spin up / spin down) (hartree) = -0.3730 / -0.3730
- E (eV) = -151127.672
- spin multiplicity = 2
- ⟨S²⟩ = 0.75
- Kohn-Sham gap (spin up / spin down) (eV) = 7.299 / 4.513
- charge = +1

---

- The lowest E belongs to which entry?
  C55H115KN4O13S4

---

- Which of these has the lowest E?
  C55H115KN4O13S4